Entry 1:
Entry from the Open Molecules 2025 dataset: a 2-piece molecular cluster, C5H9NO4 overall at a distorted geometry (ωB97M-V/def2-TZVPD).

Gap between HOMO and LUMO ... 8.759 eV
Net charge ... 0

Atoms and positions in Å:
1 C -0.0632 1.9632 -0.4587
2 C 0.4000 -0.5083 1.5225
3 C -0.9108 -0.9488 -0.5632
4 C 1.2167 1.2765 -0.5508
5 C 0.3856 -0.5660 0.0702
6 N 1.5990 -1.1266 -0.5493
7 O 2.5790 -1.3443 0.1295
8 O -0.4928 2.4191 0.5729
9 O 1.5969 -1.2419 -1.7325
10 O 2.1690 1.4167 0.3876
11 H -0.5075 2.0806 -1.4336
12 H -0.1629 -1.2305 2.0086
13 H 1.3937 -0.5411 2.0279
14 H -0.0429 0.5125 1.6225
15 H -0.7913 -1.0942 -1.5823
16 H -1.6659 -0.1601 -0.4399
17 H -1.2703 -1.9011 -0.0929
18 H 1.5219 1.2848 -1.5827
19 H 1.8200 1.7460 1.2174

=====

Entry 2:
Entry from the Open Molecules 2025 dataset: C4H10N2O2 as an isolated structure at a distorted geometry (ωB97M-V/def2-TZVPD).

Gap between HOMO and LUMO ... 8.106 eV
Net charge ... 0

Atoms and positions in Å:
1 C 0.7914 0.2917 -0.2171
2 C 1.0458 0.7844 -1.6062
3 C -0.7930 -0.5370 1.6405
4 C -0.5271 -0.2242 0.1880
5 N 1.6322 0.7104 0.7375
6 O 0.4845 -1.7048 -0.2753
7 O -2.7624 -0.1151 -0.1447
8 N -1.4625 0.2375 -0.6289
9 H 0.0972 -1.8953 -1.1390
10 H -3.3349 0.2888 -0.8054
11 H 2.5481 1.0400 0.4714
12 H 1.5382 0.3309 1.6686
13 H 0.1400 0.7586 -2.2058
14 H 1.4558 1.7965 -1.5942
15 H 1.7628 0.1090 -2.0782
16 H 0.0369 -1.0781 2.0954
17 H -0.9845 0.3837 2.1964
18 H -1.6685 -1.1772 1.6972

=====

Entry 3:
Entry from the Open Molecules 2025 dataset: a single C6H6Cl2O molecule at a distorted geometry (ωB97M-V/def2-TZVPD).

Gap between HOMO and LUMO (alpha / beta) ... 7.116 / 8.062 eV
Net charge ... 0

Atoms and positions in Å:
1 C 0.1050 -1.5248 -0.2972
2 C -0.8266 0.0620 1.2540
3 C -1.8841 -0.1254 0.1724
4 C 0.5815 0.6917 -0.8702
5 C -0.4108 -0.2311 -0.2154
6 C 1.9274 0.1615 -0.4093
7 O -0.0190 -2.6774 -0.3271
8 Cl 2.2009 0.4506 1.3265
9 Cl 3.3019 0.4883 -1.3823
10 H -0.5879 1.0899 1.3618
11 H -0.3760 -0.4750 2.0413
12 H -2.5043 -0.9644 0.1181
13 H -2.3885 0.7429 -0.2638
14 H 0.5010 0.6429 -1.9587
15 H 0.3794 1.6683 -0.5501

=====

Q: Which formula does entry 1 have?
A: C5H9NO4